# 1
ORCA calculation (ωB97M-V/def2-TZVPD) on a structure of composition C51H93NO23PbPdS9.

Element x y z (Å)
Pd1 0.9735 3.2609 2.9722
Pb1 -2.5122 -2.0235 -2.8421
C1 0.3602 -0.3594 0.2763
C2 -0.7627 -0.6527 -0.6747
C3 -1.9124 0.3935 -0.8224
O1 -2.7973 0.0757 -1.5685
C4 -1.9730 1.4915 0.1192
C5 -0.8843 1.7105 0.9705
C6 0.3221 0.7470 1.0230
O2 1.3349 0.9760 1.8537
O3 -0.9236 2.7999 1.6849
O4 -0.7558 -1.7467 -1.2748
H1 1.1959 -1.0434 0.2675
H2 -2.6908 2.2844 -0.0303
C7 -3.4115 2.4510 5.6453
C8 -2.3696 3.3758 6.2436
C9 -1.2476 2.5978 6.7763
S1 -0.9688 1.3807 5.4404
O5 -0.6757 0.0307 5.9386
O6 -0.1846 1.8838 4.3120
C10 -2.6978 1.4431 4.7409
H3 -4.2336 2.8791 5.0717
H4 -3.8778 1.8708 6.4415
H5 -2.8266 3.8795 7.0954
H6 -2.1584 4.1393 5.4949
H7 -1.5801 1.9910 7.6185
H8 -0.3237 3.1253 7.0132
H9 -3.0877 0.4271 4.6796
H10 -2.7083 1.9628 3.7829
C11 -5.3393 3.4946 -1.2955
C12 -4.2236 3.4585 -2.3920
C13 -4.7922 4.3017 -3.6088
S2 -5.7154 5.6721 -2.8180
O7 -7.0932 5.7155 -3.3162
O8 -4.9075 6.8731 -3.0395
C14 -5.6562 4.9711 -1.1179
H11 -5.0718 3.1325 -0.3028
H12 -6.2951 3.1081 -1.6492
H13 -4.0126 2.4121 -2.6122
H14 -3.2374 3.7670 -2.0452
H15 -5.5386 3.7037 -4.1318
H16 -4.1310 4.7309 -4.3616
H17 -6.5763 5.3244 -0.6525
H18 -4.9432 5.6379 -0.6330
C15 3.4554 1.4118 -2.5755
C16 4.4870 2.6171 -2.4851
C17 3.6819 3.7766 -3.0815
S3 2.1160 3.6648 -2.1142
O9 0.9647 4.0451 -2.9574
O10 2.1787 4.2188 -0.7494
C18 2.1525 1.8855 -1.8936
H19 3.9602 0.5544 -2.1303
H20 3.2246 1.1780 -3.6148
H21 5.3360 2.4231 -3.1405
H22 4.7864 2.8307 -1.4590
H23 3.2721 3.6809 -4.0870
H24 3.9590 4.8146 -2.8975
H25 1.1753 1.4340 -2.0645
H26 2.2114 1.5865 -0.8471
C19 -2.1363 6.5784 -0.3458
C20 -2.6527 5.9678 0.9389
C21 -1.6613 6.4201 2.0237
S4 -0.0109 6.2672 1.2590
O11 0.6823 5.0314 1.6459
O12 0.7149 7.5679 1.3888
C22 -0.6982 6.0653 -0.4471
H27 -2.3305 7.6504 -0.3813
H28 -2.6704 6.0993 -1.1663
H29 -2.6437 4.8778 0.9452
H30 -3.6645 6.2597 1.2203
H31 -1.7220 5.9198 2.9902
H32 -1.7798 7.4973 2.1414
H33 -0.6702 5.0023 -0.6864
H34 -0.0687 6.5462 -1.1958
C23 -4.1141 -7.4080 -2.8387
C24 -2.7036 -8.0235 -2.4671
C25 -1.7672 -6.8991 -2.6402
S5 -2.5059 -5.6499 -1.4970
O13 -1.9204 -4.3054 -1.7785
O14 -2.3484 -6.2573 -0.1681
C26 -4.1197 -6.0280 -2.1935
H35 -4.8901 -8.1057 -2.5239
H36 -4.2029 -7.2745 -3.9168
H37 -2.3737 -8.6454 -3.2992
H38 -2.5358 -8.4512 -1.4786
H39 -1.7199 -6.5306 -3.6650
H40 -0.7144 -7.0516 -2.4025
H41 -4.3439 -5.3640 -3.0283
H42 -4.9668 -5.7588 -1.5627
C27 -5.4501 0.1217 -7.0889
C28 -6.8965 -0.1439 -6.7735
C29 -6.9403 -0.7487 -5.3415
S6 -5.7191 0.1767 -4.3801
O15 -4.8303 -0.6951 -3.6178
O16 -6.3189 1.3492 -3.7548
C30 -4.8900 0.8717 -5.8458
H43 -5.2111 0.7347 -7.9580
H44 -5.0538 -0.8936 -7.1007
H45 -7.3672 -0.7568 -7.5421
H46 -7.4341 0.8026 -6.7167
H47 -6.6040 -1.7855 -5.3348
H48 -7.9300 -0.7181 -4.8858
H49 -3.8244 0.7473 -5.6527
H50 -5.0477 1.9497 -5.8776
C31 2.5867 -0.7050 5.1845
C32 2.6073 -0.4302 6.6442
C33 2.9346 1.0839 6.8374
S7 3.5857 1.7206 5.2611
O17 4.8688 2.3876 5.4429
O18 2.4449 2.4021 4.5269
C34 3.7786 0.0489 4.5486
H51 1.6321 -0.5069 4.6972
H52 2.7575 -1.7764 5.0788
H53 3.3211 -1.0731 7.1593
H54 1.7328 -0.6386 7.2605
H55 3.7555 1.2207 7.5412
H56 2.2052 1.8690 7.0367
H57 4.7298 -0.4065 4.8241
H58 3.7325 0.2925 3.4872
C35 3.3205 -2.7152 -3.8160
C36 3.0354 -2.4058 -5.3446
C37 1.8135 -3.4294 -5.5889
S8 0.7491 -3.5478 -4.0331
O19 0.5646 -4.9683 -3.6866
O20 -0.3942 -2.6266 -4.0997
C38 1.9883 -2.7769 -2.9971
H59 3.9664 -1.9576 -3.3722
H60 3.8596 -3.6622 -3.8404
H61 3.8404 -2.5766 -6.0595
H62 2.6523 -1.4001 -5.5173
H63 2.3259 -4.3892 -5.5242
H64 1.1857 -3.2709 -6.4658
H65 2.1946 -3.4601 -2.1732
H66 1.6443 -1.7874 -2.6958
C39 -0.4651 -3.7041 1.7038
C40 -0.0124 -4.0783 3.1167
C41 -0.8019 -3.1774 4.1143
S9 -2.5766 -3.0992 3.4346
O21 -2.9263 -1.6782 3.3574
O22 -3.3635 -4.1053 4.1110
C42 -1.9863 -3.8111 1.7233
H67 0.0838 -4.4210 1.0933
H68 -0.0909 -2.6944 1.5347
H69 1.0446 -3.9723 3.3610
H70 -0.2583 -5.1343 3.2287
H71 -0.4137 -2.1615 4.0407
H72 -0.7392 -3.4624 5.1645
H73 -2.4810 -3.2267 0.9476
H74 -2.3124 -4.8512 1.7317
C43 4.7257 -3.0230 -0.2219
C44 4.6812 -2.4670 1.2740
C45 5.8357 -3.1319 2.0720
C46 7.2417 -2.6429 1.7192
C47 7.3211 -1.1052 1.7760
C48 6.1699 -0.3642 0.9457
N1 4.8319 -1.0196 1.1946
O23 3.7807 -0.3839 0.5816
C49 6.0618 1.0426 1.4331
C50 6.5635 -0.3863 -0.5724
C51 3.3759 -3.0010 1.9824
H75 4.0660 -2.4383 -0.8630
H76 4.3029 -4.0277 -0.2273
H77 5.7516 -3.2173 -0.5347
H78 5.6249 -3.2601 3.1337
H79 5.7925 -4.1492 1.6831
H80 7.5033 -2.8774 0.6874
H81 7.9203 -3.0648 2.4606
H82 8.1921 -0.7423 1.2303
H83 7.3737 -0.8152 2.8254
H84 6.2235 1.1677 2.5038
H85 6.8867 1.6099 1.0020
H86 5.2188 1.5259 0.9392
H87 5.8050 0.0769 -1.2035
H88 7.5983 -0.0839 -0.7332
H89 6.6374 -1.4081 -0.9448
H90 3.0332 -2.4707 2.8709
H91 3.4846 -4.0214 2.3498
H92 2.6355 -3.0100 1.1825
H93 3.2456 -0.0354 1.2984

Calculated values
multiplicity = 4
charge = +1
expectation value of S² = 3.786

# 2
ORCA calculation (ωB97M-V/def2-TZVPD) on a cluster of 14 separate species, C52H103NO41 in total.

Element x y z (Å)
C1 -6.2668 -3.9140 -6.0452
C2 -5.0810 -4.7407 -6.4182
O1 -4.4929 -5.4743 -5.3341
C3 -3.5427 -4.8561 -4.6585
O2 -3.3616 -3.6701 -4.5971
O3 -2.8655 -5.7818 -3.9507
C4 -1.7433 -5.3268 -3.1662
H1 -6.7185 -3.6214 -6.9677
H2 -5.9170 -3.1016 -5.4855
H3 -6.9590 -4.5403 -5.4793
H4 -4.2987 -4.1025 -6.7381
H5 -5.4043 -5.4245 -7.1367
H6 -0.9955 -6.0958 -2.9409
H7 -2.0390 -4.7586 -2.2608
H8 -1.1893 -4.5478 -3.7809
C5 -0.9132 0.8228 0.4728
C6 -1.2307 1.0157 -0.9527
O4 -0.5497 0.0587 -1.7210
C7 -0.8831 -0.0253 -3.0067
O5 -1.6412 0.7396 -3.5419
O6 -0.3549 -1.1759 -3.4683
C8 -0.5360 -1.4833 -4.8746
H9 -1.1905 -0.2353 0.7408
H10 -1.6058 1.4047 1.1619
H11 0.1016 1.1363 0.7419
H12 -0.9106 2.0623 -1.2604
H13 -2.2571 0.9321 -1.2033
H14 -0.0151 -2.4186 -4.9224
H15 -0.0080 -0.7182 -5.4919
H16 -1.5939 -1.4881 -5.1757
C9 0.6217 2.2778 -5.2056
C10 0.8402 3.0899 -3.9243
O7 1.5743 2.2584 -3.0223
C11 1.7037 2.7836 -1.8270
O8 1.4184 3.9073 -1.4794
O9 2.2874 1.9173 -0.9876
C12 2.7499 0.7490 -1.5600
H17 -0.2357 1.6166 -5.0413
H18 1.3281 1.6223 -5.5854
H19 0.3054 2.9544 -5.9796
H20 -0.0856 3.2392 -3.4106
H21 1.2916 4.0294 -4.1236
H22 3.0667 0.0978 -0.7651
H23 3.6029 0.9357 -2.1093
H24 2.0090 0.2353 -2.1106
C13 3.2932 6.1869 9.3436
C14 2.0567 5.4386 9.7036
O10 0.9816 5.6290 8.7657
C15 1.0883 4.9218 7.6065
O11 1.9383 4.1085 7.2921
O12 0.1324 5.3416 6.7584
C16 0.1124 4.9329 5.3940
H25 3.0530 7.2474 9.0893
H26 3.6835 5.8405 8.4325
H27 4.1329 6.0696 10.0583
H28 1.4915 5.6630 10.6056
H29 2.1880 4.3332 9.7061
H30 0.1282 3.8486 5.2295
H31 0.9108 5.4372 4.8082
H32 -0.8723 5.1658 4.9405
C17 -4.4730 -3.4613 -0.4639
C18 -3.4559 -2.3819 -0.4433
O13 -3.0627 -2.1170 0.9405
C19 -1.9447 -2.7050 1.3792
O14 -1.4308 -3.6613 0.8141
O15 -1.4803 -2.1442 2.4759
C20 -0.5139 -2.8886 3.1650
H33 -5.3592 -3.1869 0.1759
H34 -4.0219 -4.4100 -0.1329
H35 -5.0027 -3.7255 -1.3971
H36 -3.9696 -1.4224 -0.7107
H37 -2.6424 -2.5282 -1.1175
H38 0.4325 -2.9705 2.6995
H39 -0.8630 -3.9321 3.2408
H40 -0.3580 -2.4407 4.1473
C21 2.2251 1.3456 2.2874
C22 2.0225 0.0467 2.9952
O16 2.6977 -0.9232 2.1527
C23 2.9825 -2.0918 2.7247
O17 2.7348 -2.4493 3.8667
O18 3.6773 -2.7355 1.8379
C24 4.0126 -4.0800 2.2085
H41 1.7750 2.1780 2.7848
H42 1.7754 1.3395 1.2961
H43 3.2564 1.5392 2.1630
H44 0.9554 -0.2284 3.0822
H45 2.3869 0.0280 3.9942
H46 4.3420 -4.6224 1.3109
H47 3.1417 -4.5435 2.6248
H48 4.8193 -4.1494 2.8892
C25 -4.2021 2.2374 1.9991
C26 -5.0026 1.8285 0.7543
O19 -5.6811 2.9368 0.1871
C27 -5.1749 3.4087 -0.9118
O20 -4.0969 3.0880 -1.3988
O21 -6.0191 4.2966 -1.3512
C28 -5.7780 4.7686 -2.7050
H49 -3.5380 1.4799 2.4573
H50 -4.9104 2.5335 2.6947
H51 -3.5803 3.0373 1.6634
H52 -5.8258 1.1722 1.0254
H53 -4.3835 1.3326 0.0479
H54 -6.2545 4.0915 -3.4100
H55 -4.7372 4.8431 -2.8210
H56 -6.2100 5.7881 -2.6933
C29 1.6052 -2.5433 -0.4195
C30 2.1367 -3.9182 -0.7397
O22 1.1429 -4.9066 -0.8642
C31 0.8643 -5.6082 0.2293
O23 1.3169 -5.5112 1.3355
O24 -0.2408 -6.3834 -0.0069
C32 -0.8621 -6.7827 1.2349
H57 0.9111 -2.3504 -1.2201
H58 2.4314 -1.8501 -0.2680
H59 0.9906 -2.4430 0.5456
H60 2.9382 -4.2323 -0.0347
H61 2.5574 -3.7169 -1.7058
H62 -1.7613 -7.2422 0.9368
H63 -0.9535 -5.8986 1.7950
H64 -0.1337 -7.4689 1.7422
C33 -3.8331 0.5345 5.8903
C34 -2.6129 -0.2968 5.8704
O25 -1.4958 0.5274 5.5827
C35 -0.3395 -0.0106 6.0155
O26 -0.1424 -1.0182 6.6648
O27 0.6233 0.9264 5.6483
C36 1.8825 0.8941 6.2979
H65 -3.7925 1.3910 6.6273
H66 -4.6573 -0.1375 6.0668
H67 -4.0450 1.0527 4.9699
H68 -2.7444 -1.0028 5.0985
H69 -2.4188 -0.8922 6.8065
H70 2.2171 -0.0373 6.6606
H71 1.7966 1.6178 7.0963
H72 2.6322 1.2916 5.6884
C37 -2.2840 -2.0190 -8.9393
C38 -1.1177 -2.3598 -8.0219
O28 -0.3447 -3.5306 -8.5239
C39 -0.8285 -4.7140 -8.1602
O29 -1.9328 -4.9211 -7.6426
O30 0.0187 -5.6531 -8.5556
C40 -0.3376 -7.0488 -8.1967
H73 -2.8330 -1.1191 -8.5721
H74 -3.0321 -2.8099 -8.9751
H75 -1.9373 -1.8537 -9.9343
H76 -1.4374 -2.6090 -7.0085
H77 -0.4633 -1.5438 -8.0374
H78 -0.1622 -7.2136 -7.0842
H79 0.1931 -7.6955 -8.8551
H80 -1.3962 -7.2888 -8.3882
C41 3.6909 5.8797 0.1580
C42 4.5917 4.7270 0.6838
O31 5.0822 3.8868 -0.4028
C43 5.1674 2.5747 -0.1546
O32 5.0224 1.9923 0.9082
O33 5.5371 1.9143 -1.2641
C44 5.9929 2.7285 -2.3413
H81 4.1520 6.6664 -0.4286
H82 3.3046 6.2697 1.1309
H83 2.8251 5.4456 -0.2654
H84 4.0247 4.0173 1.2922
H85 5.5170 5.1459 1.1526
H86 5.1995 3.3546 -2.7135
H87 6.1792 2.0780 -3.2296
H88 6.8530 3.3451 -2.1042
C45 7.6012 0.2191 2.6716
C46 6.1612 -0.2246 2.9943
O34 6.1490 -1.3401 3.9017
C47 5.5253 -1.2728 5.0785
O35 4.8126 -0.3593 5.3616
O36 5.6128 -2.4339 5.7806
C48 4.5059 -2.6663 6.6135
H89 7.7405 1.2677 2.2549
H90 8.1082 -0.6004 2.1013
H91 8.0519 0.2613 3.7078
H92 5.5525 -0.4442 2.1307
H93 5.6281 0.5636 3.5376
H94 4.7504 -3.5663 7.1872
H95 3.6337 -2.8281 6.0388
H96 4.4178 -1.8799 7.3798
C49 -4.3428 1.7378 -4.1049
C50 -3.5227 2.9538 -4.5312
O37 -2.9602 2.6094 -5.7838
C51 -3.1927 1.3085 -6.0296
O38 -2.8905 0.6772 -6.9861
O39 -3.8859 0.7575 -5.0301
H97 -5.4592 1.9375 -4.1951
H98 -4.1825 1.3623 -3.0678
H99 -2.6834 3.2286 -3.8649
H100 -4.1412 3.8404 -4.6568
C52 -0.4221 4.8524 0.7976
N1 -0.7122 5.9014 1.8936
O40 -1.8748 5.9043 2.2489
O41 0.2373 6.5087 2.3520
H101 -1.0864 4.0459 0.8866
H102 0.6127 4.5386 0.7310
H103 -0.5994 5.4388 -0.1402

Calculated values
multiplicity = 1
charge = 0

Let's list maximum force in order: 6.90; 3.04 eV/Å.
Let's list total energy in order: -209205.88330; -141028.21447 eV.